No. 1
DFT (ωB97M-V with the def2-TZVPD basis set) results for C22H52Cl2P2Yb as an isolated structure.

```
79
Properties=species:S:1:pos:R:3:forces:R:3
Yb -0.4512 2.6479 0.7834 1.54 0.00 -2.43
Cl -1.9342 1.4788 -0.7750 -1.40 -0.48 -0.81
P -1.7581 0.4421 2.3474 0.53 -0.08 -0.11
C -3.4232 -0.3416 2.0362 0.09 0.39 0.15
C -1.1600 -0.3517 3.9267 -0.67 0.25 0.08
C -2.2506 2.2038 2.8345 -0.64 -0.47 0.14
C -3.3059 -1.4136 0.9511 -0.10 -0.03 -0.14
H -4.0139 0.4949 1.6172 0.16 -0.29 0.08
C -4.1463 -0.8897 3.2656 -0.37 -0.09 -0.06
H -3.6528 -1.7830 3.6664 -0.10 0.23 -0.05
H -5.1533 -1.1925 2.9495 0.07 -0.03 0.16
H -4.2592 -0.1566 4.0710 0.07 -0.23 -0.13
H -2.9681 -0.9680 0.0092 0.06 -0.10 0.20
H -4.2969 -1.8542 0.7866 0.09 -0.04 -0.03
H -2.6179 -2.2231 1.2342 -0.16 0.24 0.00
H -2.7756 2.5577 1.9147 0.23 -0.23 0.43
C -1.0032 3.1000 3.0662 0.24 0.56 0.84
C -3.2819 2.2872 3.9771 0.10 0.52 0.01
H -4.2505 1.8711 3.6746 0.31 0.06 0.04
H -3.4564 3.3419 4.2350 -0.01 -0.15 0.05
H -2.9470 1.7739 4.8920 -0.01 0.12 -0.31
H -0.0146 2.5818 2.8771 -0.76 0.45 0.62
H -0.9438 3.4717 4.0945 -0.07 -0.20 -0.12
H -1.0683 4.0347 2.4437 0.07 -0.39 0.65
C -0.8608 -1.8332 3.6469 0.19 -0.09 0.01
H -1.9911 -0.2607 4.6435 0.31 -0.26 0.12
C 0.0776 0.3498 4.4940 0.18 -0.07 -0.09
H -1.7644 -2.4528 3.5842 0.21 0.19 -0.09
H -0.2481 -2.2368 4.4652 -0.11 0.02 -0.12
H -0.2901 -1.9627 2.7095 -0.22 0.09 0.32
H 0.8447 0.4947 3.7177 -0.19 -0.02 0.15
H 0.5103 -0.2855 5.2794 -0.05 0.18 -0.07
H -0.1554 1.3234 4.9425 0.01 -0.17 -0.10
Cl 1.6119 1.2992 1.1041 0.86 -0.90 0.87
H 1.1214 3.2910 -0.7277 0.37 0.65 2.97
P 1.2580 0.8673 -3.0525 -0.97 -0.09 3.01
C 0.7395 2.4433 -3.8447 -0.58 0.12 -0.78
C 3.1086 0.7862 -2.9672 0.01 -0.04 -0.95
C 0.4672 -0.4901 -4.0202 0.57 0.43 -0.62
C 0.2438 3.4157 -2.7718 1.02 -0.22 -0.21
H -0.1540 2.1594 -4.4297 0.27 -0.23 -0.18
C 1.7496 3.0519 -4.8130 0.12 0.20 0.10
H 2.6599 3.3589 -4.2856 -0.15 0.07 -0.10
H 1.3258 3.9344 -5.3009 0.03 0.06 0.06
H 2.0555 2.3636 -5.5986 0.01 -0.19 -0.09
H -0.7712 3.1461 -2.4525 0.25 0.22 -0.03
H 0.3079 4.4432 -3.1359 -0.19 0.28 -0.05
H 0.9294 3.3737 -1.6374 -1.43 0.17 -2.58
H -0.5905 -0.1645 -4.0227 0.41 -0.03 -0.04
C 0.5218 -1.8449 -3.3084 -0.11 -0.13 -0.03
C 1.0168 -0.5270 -5.4473 -0.22 -0.37 -0.29
H 0.7372 0.3669 -6.0184 -0.07 -0.17 0.15
H 0.6602 -1.4163 -5.9839 0.03 0.10 -0.16
H 2.1118 -0.5553 -5.4456 -0.05 -0.14 0.07
H 0.4248 -1.7427 -2.2190 0.04 0.10 -0.26
H 1.4503 -2.3883 -3.5218 -0.11 0.12 0.03
H -0.3128 -2.4692 -3.6558 0.16 -0.01 0.01
C 3.6298 1.9087 -2.0514 -0.15 -0.17 0.23
H 3.4718 0.9381 -3.9984 0.44 -0.07 0.26
C 3.5921 -0.5761 -2.4479 -0.01 -0.01 0.16
H 3.4334 2.9106 -2.4409 0.02 -0.14 0.03
H 4.7105 1.7843 -1.9037 -0.04 0.08 -0.18
H 3.1719 1.8581 -1.0537 -0.08 -0.05 -0.29
H 3.1431 -0.8384 -1.4768 -0.06 0.26 -0.24
H 4.6788 -0.5414 -2.2853 -0.14 -0.04 -0.13
H 3.3669 -1.3942 -3.1383 0.08 0.11 0.00
C 2.2828 -3.3191 1.3341 -0.08 -0.19 -0.15
C 1.0879 -3.5899 0.3973 0.05 -0.25 0.34
C 0.2795 -4.8509 0.7712 0.34 0.07 -0.07
C 0.2094 -2.4134 0.3792 0.09 0.82 -0.13
H 1.9297 -3.1467 2.3617 0.07 -0.10 -0.24
H 2.8191 -2.4172 1.0188 -0.13 -0.11 0.03
H 2.9950 -4.1517 1.3382 -0.10 0.04 0.04
H 1.4495 -3.7065 -0.6409 0.21 -0.22 0.14
H -0.1777 -4.7395 1.7624 0.13 0.01 -0.11
H -0.5293 -5.0050 0.0500 0.08 0.00 0.06
H 0.9141 -5.7457 0.7742 -0.11 0.10 0.02
H 0.6574 -1.4223 0.4883 -0.32 -0.11 -0.04
H -0.7787 -2.4943 -0.0434 -0.16 0.08 -0.03
```
Positions in Å, forces in eV/Å.

Summary:
E_HOMO (eV): -1.994
Orbital gap (eV): 4.34
Max |F| (hartree/bohr): 0.061
Multiplicity: 2
E (eV): -98808.5514
Total charge: -1



No. 2
DFT (ωB97M-V with the def2-TZVPD basis set) results for a 7-piece molecular cluster, C22H52Cl6O10 overall.

```
90
Properties=species:S:1:pos:R:3:forces:R:3
C 4.2568 3.2989 1.0387 -1.16 -0.16 -1.31
O 5.0104 3.4087 2.1698 0.93 -0.09 1.55
C 5.0159 2.3567 3.1172 1.01 -1.48 -1.44
C 4.0206 2.4913 4.2278 -1.15 0.78 -0.18
O 2.6575 2.3555 3.8058 0.92 1.55 0.23
C 2.3015 1.0706 3.4900 -1.69 -0.89 -1.08
H 3.1733 3.4579 1.2367 0.48 -0.15 -0.23
H 4.4024 2.3586 0.4724 -0.10 -0.05 0.47
H 4.6436 4.0650 0.3725 -0.30 0.30 -0.16
H 6.0237 2.3841 3.5311 0.03 0.11 0.37
H 5.0223 1.3146 2.5813 -0.53 1.69 0.82
H 4.0363 3.5027 4.6685 0.35 -0.34 -0.28
H 4.2682 1.7884 5.0171 -0.04 -0.42 0.25
H 2.4197 0.4675 4.4112 -0.47 -0.39 -0.65
H 2.8646 0.6633 2.6467 0.54 -0.28 0.22
H 1.2584 1.1118 3.0082 1.15 -0.23 1.38
C -2.8286 -4.7355 -1.2485 -0.55 0.80 -0.72
O -3.1903 -3.3883 -0.9251 0.07 0.14 0.10
C -3.9275 -2.6911 -1.9297 0.95 -1.62 -1.10
C -3.0453 -2.4269 -3.1701 -0.48 0.82 -0.62
O -2.6749 -3.5988 -3.9220 0.11 0.80 0.06
C -1.9439 -3.2767 -5.1139 -0.20 0.67 0.09
H -2.7332 -5.2961 -0.3616 -0.04 -0.43 1.33
H -1.9092 -4.8729 -1.8010 0.35 0.55 -0.27
H -3.6137 -5.1594 -1.8465 -0.46 -0.44 -0.35
H -4.2691 -1.7407 -1.5221 0.14 -0.04 0.07
H -4.8086 -3.2955 -2.2531 0.39 0.32 0.28
H -2.1736 -1.8039 -2.8622 -0.14 -0.59 -0.15
H -3.6326 -1.7906 -3.8624 0.13 -0.01 0.29
H -1.8656 -4.1935 -5.7084 0.17 0.23 0.30
H -0.9569 -2.8340 -4.8815 -0.09 -0.54 0.10
H -2.4031 -2.4872 -5.7622 -0.31 -0.59 0.61
C 0.9271 -2.6467 2.8817 0.54 1.94 1.16
O 2.2702 -2.7794 2.5414 0.85 -0.99 0.49
C 2.6148 -3.9739 1.8923 -0.64 -0.16 -0.37
C 3.9972 -4.4052 2.2878 0.15 -0.42 -0.06
O 3.8631 -5.1759 3.4960 -1.34 -0.14 -1.75
C 5.0375 -5.5344 4.1131 0.96 0.53 -0.27
H 0.3918 -2.2953 2.0164 -0.65 -0.01 -0.10
H 1.0076 -1.8595 3.6594 -0.79 -0.04 -0.62
H 0.4424 -3.4623 3.4013 0.10 -0.81 -0.26
H 2.5464 -3.7607 0.8023 0.08 -0.59 0.34
H 1.9464 -4.8307 2.1871 0.29 0.81 -0.43
H 4.6096 -3.5216 2.5328 0.06 -0.22 -0.42
H 4.3818 -4.9623 1.3742 0.19 0.18 1.39
H 4.7868 -6.0351 5.0281 -0.03 -0.13 0.53
H 5.5684 -4.6029 4.2834 0.65 0.08 0.58
H 5.7001 -6.1825 3.5284 -0.17 -0.12 -0.22
C -4.4215 5.9041 -3.6586 -1.00 -0.92 -0.23
O -3.1935 5.3879 -3.3062 2.10 0.05 1.52
C -2.8672 5.7754 -1.9263 -2.03 -1.68 -0.78
C -1.4590 5.5009 -1.5512 0.78 0.20 -1.30
O -1.1844 4.1182 -1.5318 2.09 -0.03 -0.46
C 0.2810 3.8870 -1.6212 -1.34 -0.44 0.63
H -4.4369 6.9873 -3.6429 -0.18 0.37 0.20
H -5.1968 5.4305 -3.0223 -0.03 0.66 -0.14
H -4.6070 5.5534 -4.6657 -0.16 0.14 -0.31
H -3.6032 5.2102 -1.2817 0.78 0.46 -0.30
H -3.1127 6.8140 -1.8505 0.12 0.87 0.31
H -1.2475 5.9434 -0.5956 0.03 0.29 0.77
H -0.8043 6.0346 -2.2839 -0.29 -0.41 0.28
H 0.7235 4.1641 -2.5715 -0.34 0.46 -0.37
H 0.4132 2.8106 -1.5359 -0.11 -0.03 0.22
H 0.8428 4.3802 -0.8129 -0.41 -0.03 -0.10
C -0.1415 0.1768 0.1768 0.22 -0.48 1.40
O -0.5367 1.0919 1.1835 0.41 0.20 -0.63
C -1.8472 0.9583 1.6418 -0.81 0.71 -0.03
C -1.9067 0.1542 2.9224 -2.21 -0.32 -0.10
O -1.5964 -1.2248 2.8157 1.08 1.17 0.25
C -2.3926 -2.0589 2.0239 0.21 -1.36 1.22
H -0.6817 0.1909 -0.7334 -1.35 0.42 -0.91
H -0.1688 -0.8626 0.5438 0.32 0.31 -0.05
H 0.8305 0.4990 -0.1033 1.17 -0.15 -0.03
H -2.4530 0.4802 0.8502 -0.14 0.30 0.26
H -2.2463 2.0119 1.8636 0.41 -1.45 -0.37
H -2.9786 0.2510 3.3270 1.22 -0.01 -0.32
H -1.2178 0.6155 3.6134 0.24 -0.20 0.41
H -2.0457 -3.0729 2.3881 -0.89 0.78 -0.54
H -2.1870 -2.0653 0.9515 -0.25 0.51 -0.06
H -3.4473 -1.8835 2.3031 0.14 -0.31 -0.57
C -3.2495 2.1842 -3.7394 -1.98 -2.41 -0.58
Cl -2.7268 1.0438 -5.0478 0.26 0.63 0.72
Cl -3.1374 1.3843 -2.1483 -0.15 0.37 -0.63
Cl -4.9552 2.6248 -4.1862 0.75 -0.15 0.63
H -2.7019 3.0643 -3.7198 1.15 1.50 -0.04
C 1.9377 -1.2344 -3.1601 0.24 -0.42 0.51
Cl 2.7547 -1.8971 -4.6050 0.03 -0.11 0.87
Cl 2.0157 0.4964 -3.2026 -0.08 0.65 -0.05
Cl 2.5609 -1.7629 -1.4977 -0.36 -0.03 -1.62
H 0.9017 -1.5433 -3.2534 0.11 -0.08 0.33
```
Positions in Å, forces in eV/Å.

Summary:
E_HOMO (eV): -9.207
Orbital gap (eV): 9.57
Max |F| (hartree/bohr): 0.062
SMILES string: ClC(Cl)Cl.ClC(Cl)Cl.COCCOC.COCCOC.COCCOC.COCCOC.COCCOC
Multiplicity: 1
E (eV): -119258.7390
Total charge: 0



Which value of total charge does entry 2 give? 0



Which of these has the lowest total charge? C22H52Cl2P2Yb



Which value of E_HOMO does entry 1 give? -1.994 eV